C21H30F5NO2P2Tc | ωB97M-V with the def2-TZVPD basis set

Calculated values
* net charge: 0
* spin multiplicity: 4
* frontier orbital gap (spin up / spin down): 5.9 / 3.9 eV
* LUMO (spin up / spin down): -0.0046 / -0.1130 hartree
* F_max: 0.090 hartree/bohr
* HOMO energy (spin up / spin down): -6.069 / -6.939 eV

Geometry (Å):
Tc1 0.274 0.865 -1.149
P1 2.202 -0.008 -1.920
P2 -1.805 0.806 -0.163
N1 -0.530 0.347 -2.710
H1 0.764 -0.747 2.799
C1 2.638 -1.793 -1.866
H2 3.663 -1.922 -2.258
H3 1.919 -2.337 -2.500
H4 2.571 -2.169 -0.834
C2 3.679 0.806 -1.203
H5 4.545 0.615 -1.857
H6 3.861 0.410 -0.191
H7 3.499 1.890 -1.140
C3 2.391 0.383 -3.708
H8 3.440 0.244 -4.002
H9 2.089 1.423 -3.893
H10 1.742 -0.284 -4.292
C4 -2.688 -0.662 0.485
H11 -3.682 -0.321 0.828
H12 -2.108 -1.056 1.339
H13 -2.798 -1.405 -0.321
C5 -1.923 1.948 1.256
H14 -2.991 2.099 1.478
H15 -1.443 2.906 1.012
H16 -1.428 1.452 2.110
C6 -3.093 1.483 -1.286
H17 -4.011 1.634 -0.697
H18 -3.277 0.760 -2.094
H19 -2.760 2.439 -1.715
C7 -1.108 0.402 -3.914
C8 -2.150 -0.606 -5.891
C9 -1.568 -0.764 -4.643
C10 -1.291 1.691 -4.531
C11 -1.883 1.797 -5.778
C12 -2.308 0.659 -6.454
H20 -2.480 -1.495 -6.419
H21 -1.414 -1.735 -4.152
H22 -0.925 2.552 -3.952
H23 -1.993 2.792 -6.188
H24 -2.765 0.763 -7.419
C13 1.422 -0.448 2.012
O1 0.832 0.181 0.808
C14 2.238 -1.643 1.618
H25 2.638 -2.101 2.531
H26 3.097 -1.511 0.957
H27 1.528 -2.366 1.182
C15 2.177 0.547 2.879
H28 2.160 0.200 3.922
H29 1.706 1.526 2.784
H30 3.219 0.586 2.593
F1 0.114 -1.412 8.141
C16 -0.181 -1.163 6.854
C17 -0.343 0.165 6.440
F2 -0.169 1.176 7.317
C18 -0.677 0.430 5.141
F3 -0.760 1.692 4.673
C19 -0.900 -0.640 4.218
O2 -1.150 -0.384 3.010
C20 -0.639 -1.986 4.654
F4 -0.705 -2.974 3.737
C21 -0.320 -2.236 5.964
F5 -0.140 -3.502 6.399

C21H30N2O6S | ωB97M-V with the def2-TZVPD basis set

Calculated values
* net charge: 0
* structure (SMILES): C[C@@H]1[C@@H](C)CCC[C@H]1NC(=O)COC(=O)c1ccc(S(=O)(=O)N2CCOCC2)cc1
* relative energy (zero: lowest compared OMol25 entry of this formula, charge and spin): 2.7 kcal per mole
* frontier orbital gap: 9.0 eV
* LUMO: -0.0009 hartree
* F_max: 0.020 hartree/bohr
* HOMO energy: -9.068 eV

Geometry (Å):
C1 -3.292 2.409 -1.601
C2 -2.752 3.420 -2.613
C3 -3.368 3.211 -4.007
C4 -4.888 3.366 -3.985
C5 -2.766 4.195 -5.013
C6 -1.253 4.045 -5.094
C7 -0.636 4.284 -3.722
C8 -1.221 3.310 -2.697
N1 -0.622 3.564 -1.399
C9 0.156 2.677 -0.758
O1 0.462 1.589 -1.186
C10 0.668 3.182 0.606
O2 1.138 2.084 1.362
C11 0.194 1.194 1.701
O3 -0.985 1.387 1.534
C12 0.767 -0.023 2.331
C13 -0.103 -0.930 2.933
C14 0.397 -2.084 3.511
C15 1.758 -2.319 3.475
S1 2.438 -3.826 4.165
O4 3.637 -3.518 4.886
O5 1.390 -4.533 4.849
N2 2.888 -4.585 2.735
C16 4.123 -5.345 2.768
C17 3.878 -6.745 3.335
O6 2.873 -7.415 2.605
C18 1.652 -6.708 2.652
C19 1.811 -5.297 2.075
C20 2.632 -1.429 2.879
C21 2.138 -0.273 2.305
H1 -4.332 2.613 -1.364
H2 -2.723 2.442 -0.675
H3 -3.216 1.400 -2.001
H4 -3.001 4.433 -2.273
H5 -3.126 2.194 -4.335
H6 -5.284 3.301 -4.996
H7 -5.167 4.333 -3.572
H8 -5.356 2.587 -3.391
H9 -3.206 4.021 -5.997
H10 -3.016 5.216 -4.713
H11 -0.842 4.756 -5.814
H12 -1.002 3.039 -5.434
H13 0.447 4.155 -3.763
H14 -0.844 5.309 -3.402
H15 -0.942 2.284 -2.959
H16 -0.849 4.443 -0.961
H17 -0.133 3.700 1.146
H18 1.526 3.843 0.466
H19 -1.160 -0.713 2.935
H20 -0.244 -2.802 3.997
H21 4.826 -4.795 3.394
H22 4.504 -5.411 1.744
H23 4.774 -7.363 3.257
H24 3.581 -6.653 4.391
H25 0.941 -7.290 2.064
H26 1.301 -6.627 3.690
H27 0.895 -4.723 2.213
H28 2.051 -5.351 1.008
H29 3.686 -1.657 2.882
H30 2.797 0.434 1.828

C21H30N4O3 | ωB97M-V with the def2-TZVPD basis set

Calculated values
* net charge: 0
* structure (SMILES): O=C(CCc1nnc(CCCCc2ccccc2)o1)N1CCN(CCO)CC1
* relative energy (zero: lowest compared OMol25 entry of this formula, charge and spin): 58.6 kcal per mole
* frontier orbital gap: 8.7 eV
* LUMO: 0.0274 hartree
* F_max: 0.024 hartree/bohr
* HOMO energy: -7.919 eV

Geometry (Å):
O1 2.320 -2.301 -2.106
C1 2.367 -2.178 -0.894
C2 1.329 -2.883 -0.018
C3 -0.010 -2.819 -0.754
C4 -0.365 -1.404 -0.998
N1 0.289 -0.362 -0.607
N2 -0.367 0.723 -1.083
C5 -1.393 0.290 -1.734
C6 -2.412 1.079 -2.460
C7 -3.830 0.775 -1.954
C8 -4.242 1.608 -0.739
C9 -3.271 1.571 0.444
C10 -2.925 0.212 0.991
C11 -1.714 0.055 1.660
C12 -1.346 -1.165 2.195
C13 -2.185 -2.259 2.067
C14 -3.400 -2.113 1.421
C15 -3.771 -0.886 0.896
O2 -1.450 -1.060 -1.721
N3 3.338 -1.456 -0.292
C16 3.450 -1.146 1.113
C17 2.813 0.221 1.383
N4 3.503 1.216 0.582
C18 3.182 2.585 0.926
C19 1.698 3.020 0.919
O3 1.127 3.143 -0.359
C20 3.414 0.901 -0.834
C21 4.048 -0.470 -1.087
H1 1.219 -2.398 0.948
H2 1.625 -3.923 0.125
H3 0.074 -3.319 -1.722
H4 -0.806 -3.299 -0.179
H5 -2.170 2.136 -2.355
H6 -2.345 0.809 -3.517
H7 -4.539 0.982 -2.758
H8 -3.894 -0.290 -1.725
H9 -5.231 1.276 -0.415
H10 -4.339 2.651 -1.049
H11 -2.343 2.075 0.164
H12 -3.716 2.157 1.257
H13 -1.052 0.904 1.754
H14 -0.402 -1.261 2.711
H15 -1.899 -3.217 2.477
H16 -4.067 -2.957 1.326
H17 -4.734 -0.791 0.417
H18 4.518 -1.094 1.350
H19 3.002 -1.922 1.731
H20 1.743 0.151 1.133
H21 2.926 0.486 2.437
H22 3.563 2.759 1.939
H23 3.730 3.233 0.239
H24 1.110 2.341 1.550
H25 1.653 4.019 1.366
H26 0.790 2.280 -0.650
H27 2.376 0.861 -1.192
H28 3.952 1.668 -1.394
H29 5.100 -0.466 -0.789
H30 3.960 -0.746 -2.137

C21H30N4OS4W | ωB97M-V with the def2-TZVPD basis set

Calculated values
* net charge: +4
* relative energy (zero: lowest compared OMol25 entry of this formula, charge and spin): 75.7 kcal per mole
* frontier orbital gap: 4.2 eV
* LUMO: -0.5248 hartree
* F_max: 0.037 hartree/bohr
* HOMO energy: -18.497 eV

Geometry (Å):
W1 -0.010 1.484 0.537
C1 2.594 0.200 -0.896
C2 1.719 0.599 -2.117
S1 -0.026 1.313 -1.879
C3 -1.556 0.222 -2.019
C4 -2.736 0.779 -1.186
S2 -2.439 1.464 0.531
C5 -2.622 0.234 1.922
C6 -1.756 0.590 3.159
S3 0.009 1.254 2.939
C7 1.528 0.140 3.079
C8 2.713 0.672 2.245
S4 2.419 1.374 0.533
H1 3.632 0.266 -1.223
H2 2.425 -0.797 -0.519
H3 1.698 -0.209 -2.850
H4 2.168 1.448 -2.630
H5 -1.314 -0.795 -1.753
H6 -1.847 0.249 -3.069
H7 -3.522 0.023 -1.136
H8 -3.173 1.654 -1.664
H9 -2.439 -0.752 1.519
H10 -3.663 0.286 2.242
H11 -1.759 -0.234 3.874
H12 -2.185 1.443 3.682
H13 1.278 -0.868 2.819
H14 1.822 0.165 4.129
H15 3.482 -0.101 2.184
H16 3.173 1.536 2.721
C9 0.630 6.978 0.182
N1 0.020 5.655 0.588
C10 -1.201 5.635 1.456
C11 0.560 4.595 0.186
O1 0.048 3.393 0.527
H17 0.026 7.767 0.608
H18 0.626 7.064 -0.900
H19 1.642 7.047 0.571
H20 -1.488 6.657 1.665
H21 -0.975 5.128 2.390
H22 -2.012 5.134 0.934
H23 1.441 4.641 -0.437
N2 0.654 -8.317 -4.301
C12 0.535 -7.398 -3.615
C13 0.381 -6.241 -2.763
C14 0.256 -4.971 -3.334
C15 0.100 -3.861 -2.527
C16 0.077 -4.029 -1.152
C17 0.197 -5.274 -0.569
C18 0.349 -6.385 -1.380
N3 -0.080 -2.871 -0.274
C19 -0.555 -2.916 1.026
C20 -0.578 -1.650 1.469
N4 -0.082 -0.781 0.475
C21 0.167 -1.612 -0.571
H24 0.268 -4.867 -4.412
H25 -0.039 -2.890 -2.999
H26 0.207 -5.408 0.507
H27 0.450 -7.368 -0.937
H28 -0.869 -3.828 1.514
H29 -0.917 -1.336 2.431
H30 0.548 -1.333 -1.531

What did the third record say?
C21H30N4O3 | ωB97M-V with the def2-TZVPD basis set

Calculated values
* net charge: 0
* structure (SMILES): O=C(CCc1nnc(CCCCc2ccccc2)o1)N1CCN(CCO)CC1
* relative energy (zero: lowest compared OMol25 entry of this formula, charge and spin): 58.6 kcal per mole
* frontier orbital gap: 8.7 eV
* LUMO: 0.0274 hartree
* F_max: 0.024 hartree/bohr
* HOMO energy: -7.919 eV

Geometry (Å):
O1 2.320 -2.301 -2.106
C1 2.367 -2.178 -0.894
C2 1.329 -2.883 -0.018
C3 -0.010 -2.819 -0.754
C4 -0.365 -1.404 -0.998
N1 0.289 -0.362 -0.607
N2 -0.367 0.723 -1.083
C5 -1.393 0.290 -1.734
C6 -2.412 1.079 -2.460
C7 -3.830 0.775 -1.954
C8 -4.242 1.608 -0.739
C9 -3.271 1.571 0.444
C10 -2.925 0.212 0.991
C11 -1.714 0.055 1.660
C12 -1.346 -1.165 2.195
C13 -2.185 -2.259 2.067
C14 -3.400 -2.113 1.421
C15 -3.771 -0.886 0.896
O2 -1.450 -1.060 -1.721
N3 3.338 -1.456 -0.292
C16 3.450 -1.146 1.113
C17 2.813 0.221 1.383
N4 3.503 1.216 0.582
C18 3.182 2.585 0.926
C19 1.698 3.020 0.919
O3 1.127 3.143 -0.359
C20 3.414 0.901 -0.834
C21 4.048 -0.470 -1.087
H1 1.219 -2.398 0.948
H2 1.625 -3.923 0.125
H3 0.074 -3.319 -1.722
H4 -0.806 -3.299 -0.179
H5 -2.170 2.136 -2.355
H6 -2.345 0.809 -3.517
H7 -4.539 0.982 -2.758
H8 -3.894 -0.290 -1.725
H9 -5.231 1.276 -0.415
H10 -4.339 2.651 -1.049
H11 -2.343 2.075 0.164
H12 -3.716 2.157 1.257
H13 -1.052 0.904 1.754
H14 -0.402 -1.261 2.711
H15 -1.899 -3.217 2.477
H16 -4.067 -2.957 1.326
H17 -4.734 -0.791 0.417
H18 4.518 -1.094 1.350
H19 3.002 -1.922 1.731
H20 1.743 0.151 1.133
H21 2.926 0.486 2.437
H22 3.563 2.759 1.939
H23 3.730 3.233 0.239
H24 1.110 2.341 1.550
H25 1.653 4.019 1.366
H26 0.790 2.280 -0.650
H27 2.376 0.861 -1.192
H28 3.952 1.668 -1.394
H29 5.100 -0.466 -0.789
H30 3.960 -0.746 -2.137